The following is a DFT calculation (ωB97M-V/def2-TZVPD) of a molecular structure, C23H23FN4O7STc.

Last column: Mulliken charge in e.
Cartesian coordinates (Å):
Tc: 0.12828 -0.29542 0.53338  1.343
C: -1.77423 5.94876 4.44702  -1.017
C: -0.31516 5.69533 4.10993  -0.997
N: -0.15996 4.67282 3.05200  0.211
C: 0.08205 3.42051 3.41015  -0.109
C: 0.19830 2.36291 2.52730  -0.389
C: 0.44836 1.03019 3.16830  0.260
O: 0.58566 0.94251 4.35477  -0.585
O: 0.56467 -0.02595 2.36529  -0.591
C: 0.04935 2.60699 1.16382  2.048
O: 0.14276 1.70175 0.24242  -1.241
C: -0.20417 3.96711 0.75378  1.003
C: -0.35789 4.27715 -0.60545  -0.665
C: -0.60472 5.56280 -0.97962  0.274
F: -0.70081 5.85989 -2.28562  -0.325
C: -0.74418 6.60362 -0.04281  -1.631
C: -0.60064 6.29705 1.29219  -0.862
C: -0.31553 4.98746 1.70881  0.470
N: -1.01319 7.94967 -0.41341  0.326
C: 0.13645 8.84427 -0.43818  -0.489
C: -0.33178 10.28396 -0.32816  -0.750
N: -1.31878 10.57795 -1.42643  -0.142
C: -2.46263 9.59653 -1.43200  -0.968
C: -1.90035 8.19172 -1.54146  -0.578
H: -1.83952 6.70351 5.22927  0.396
H: -2.24337 5.03789 4.81798  0.353
H: -2.34314 6.29587 3.58462  0.325
H: 0.21621 5.31911 4.98128  0.474
H: 0.20459 6.59572 3.78857  0.439
H: 0.19710 3.21700 4.46771  0.577
H: -0.25807 3.50252 -1.35188  0.514
H: -0.74172 7.09271 2.00822  0.541
H: 0.73595 8.71376 -1.35286  0.273
H: 0.78719 8.63477 0.40898  0.459
H: 0.49487 10.98528 -0.42473  0.408
H: -0.85230 10.45614 0.61205  0.358
H: -0.84119 10.54147 -2.33105  0.403
H: -1.67619 11.52960 -1.32356  0.354
H: -3.10503 9.84025 -2.27594  0.434
H: -3.00619 9.73952 -0.50006  0.362
H: -1.39680 8.07681 -2.51100  0.446
H: -2.72985 7.48655 -1.51995  0.491
O: -0.05921 -0.54901 -1.58406  -0.317
C: -0.56424 -1.81110 -2.05280  0.925
C: -1.48487 -1.78138 -3.07569  -0.634
C: -1.98090 -2.98850 -3.54704  -0.427
C: -1.54484 -4.18509 -2.99409  -0.688
C: -0.61189 -4.18224 -1.97020  -0.770
C: -0.11310 -2.98229 -1.47038  0.462
C: 0.90295 -3.04875 -0.36722  0.449
O: 1.67373 -3.95100 -0.26572  -0.492
O: 0.87104 -2.04037 0.53856  -0.575
H: 0.66438 -0.25274 -2.15462  0.268
H: -1.80188 -0.83586 -3.49443  0.452
H: -2.70500 -2.99094 -4.34980  0.422
H: -1.93056 -5.12411 -3.36513  0.430
H: -0.24898 -5.10507 -1.53929  0.488
O: -2.76255 1.82464 1.27676  -0.375
S: -2.96585 0.41240 1.00175  0.306
N: -1.78841 -0.44782 0.67026  -0.128

Properties
Spin multiplicity ... 4
HOMO energy (spin up / spin down) ... -13.96 / -13.95 eV
Total charge ... +2